A.
Entry from OMol25: a cluster of 2 separate species, C4H12NOS in total (ωB97M-V with the def2-TZVPD basis set).

Output
lowest unoccupied orbital energy	0.140	hartree
highest occupied orbital energy	-2.562	eV
HOMO-LUMO gap	6.38	eV
total charge	-1

XYZ file:
```
19
C4H12NOS (ωB97M-V with the def2-TZVPD basis set)
C -0.631 1.160 2.323
N -1.658 0.188 1.944
C -1.307 -0.356 0.599
C 0.088 -1.031 0.558
S 1.228 -0.017 -0.530
C -2.401 -1.377 0.172
H -0.980 1.898 3.053
H -0.302 1.742 1.461
H 0.306 0.774 2.741
H -1.422 -0.639 2.507
H -1.373 0.449 -0.124
H 0.088 -2.021 0.096
H 0.501 -1.195 1.559
H -3.336 -0.865 0.417
H -2.235 -1.874 -0.773
H -2.353 -2.156 0.956
H 2.561 1.582 -3.161
H 2.703 0.535 -4.376
O 3.034 1.369 -3.976
```

These are the Mulliken partial charges, in e, on atoms 1 to 8: -0.72, -0.57, 0.10, -0.76, -0.63, -1.61, 0.29, 0.26


B.
Entry from OMol25: a cluster of 2 separate species, C4H12NOS in total (ωB97M-V with the def2-TZVPD basis set).

Output
lowest unoccupied orbital energy	0.135	hartree
highest occupied orbital energy	-2.927	eV
HOMO-LUMO gap	6.61	eV
total charge	-1

XYZ file:
```
19
C4H12NOS (ωB97M-V with the def2-TZVPD basis set)
C -1.313 -2.573 -1.225
C -2.339 -1.438 -1.164
S -2.402 -0.675 0.492
H -1.587 -3.354 -0.482
H -0.268 -2.197 -0.971
H -1.274 -3.016 -2.221
H -3.335 -1.831 -1.421
H -2.120 -0.690 -1.919
C 2.667 1.800 1.462
N 1.620 2.041 0.466
C 0.442 1.198 0.639
O -0.349 1.177 -0.521
H 2.262 2.064 2.462
H 3.525 2.450 1.266
H 3.022 0.743 1.506
H 1.972 1.901 -0.480
H 0.749 0.177 0.879
H -0.106 1.635 1.473
H -1.166 0.592 -0.242
```

These are the Mulliken partial charges, in e, on atoms 1 to 8: -0.87, -0.51, -0.67, 0.24, 0.18, 0.32, 0.29, 0.29


B comes first in stability; the runner-up is 32.0 kJ/mol higher.


A.
Entry from OMol25: a cluster of 2 separate species, CH5INP in total (ωB97M-V with the def2-TZVPD basis set).

Output
lowest unoccupied orbital energy (alpha / beta)	-0.061 / -0.061	hartree
highest occupied orbital energy (alpha / beta)	-8.162 / -8.163	eV
HOMO-LUMO gap (alpha / beta)	6.49 / 6.49	eV
total charge	0

XYZ file:
```
9
CH5INP (ωB97M-V with the def2-TZVPD basis set)
C 0.130 -0.879 -0.582
N 0.391 1.521 0.505
P 0.830 0.815 -0.985
I 3.718 -0.229 0.299
H -0.915 -0.802 -0.278
H 0.856 -1.057 0.186
H 0.321 -1.506 -1.449
H 0.447 2.554 0.671
H -0.325 1.291 1.198
```

These are the Mulliken partial charges, in e, on atoms 1 to 8: -0.85, -0.37, 0.27, -0.45, 0.30, 0.27, 0.31, 0.25


B.
Entry from OMol25: a cluster of 2 separate species, CH5INP in total (ωB97M-V with the def2-TZVPD basis set).

Output
lowest unoccupied orbital energy	-0.027	hartree
highest occupied orbital energy	-9.503	eV
HOMO-LUMO gap	8.76	eV
total charge	0
SMILES string	[H]/N=P/I.C

XYZ file:
```
9
CH5INP (ωB97M-V with the def2-TZVPD basis set)
H -1.184 3.014 1.043
N -1.667 2.097 0.879
P -1.876 1.584 -0.540
I -2.666 -0.773 -0.189
C 1.514 -1.191 -0.259
H 1.462 -2.158 0.204
H 2.508 -0.855 -0.284
H 0.879 -0.541 0.328
H 1.031 -1.176 -1.183
```

These are the Mulliken partial charges, in e, on atoms 1 to 8: 0.27, -0.39, 0.22, -0.11, -0.97, 0.25, 0.29, 0.17


B comes first in stability; the runner-up is 32.2 kJ/mol higher.